(1)
ORCA calculation (ωB97M-V with the def2-TZVPD basis set) on a molecular structure, C20H41Br2ClO4SSi in a non-equilibrium geometry.

Properties
net charge: 0
HOMO-LUMO gap: 9.67 eV

```
70
Properties=species:S:1:pos:R:3:forces:R:3:nbo_charge:R:1
C -3.854 0.558 1.494 0.00 -0.10 -0.44 -0.645
C -4.668 -0.716 1.618 0.19 -0.01 0.60 -0.256
Br -4.651 -1.664 -0.084 -0.17 0.05 -0.03 0.005
C -6.057 -0.526 2.212 -0.12 -0.34 -1.03 -0.728
Br -6.886 -2.291 2.490 -0.04 0.18 0.17 0.019
Si -7.370 0.500 1.300 -0.44 0.09 0.53 1.474
C -8.806 0.747 2.475 0.22 -0.09 -0.19 -1.150
S -6.693 2.434 0.652 0.00 0.16 -0.74 -0.452
Cl -8.076 -0.394 -0.420 0.24 0.22 0.21 -0.350
H -2.805 0.286 1.451 0.23 0.09 0.05 0.249
H -4.030 1.226 2.332 0.02 0.05 0.21 0.206
H -4.096 1.077 0.573 -0.08 0.20 -0.03 0.232
H -4.131 -1.377 2.287 0.03 -0.30 0.04 0.220
H -5.947 -0.121 3.213 0.06 0.16 0.18 0.253
H -9.751 0.491 2.007 -0.11 -0.09 -0.12 0.259
H -8.850 1.797 2.745 0.00 0.17 0.14 0.250
H -8.702 0.143 3.372 0.02 -0.08 0.14 0.250
H -5.949 2.918 1.655 -0.10 -0.37 0.29 0.163
C 0.176 -2.386 -0.742 0.08 0.08 -0.02 -0.429
C 0.740 -2.595 0.661 -0.06 -0.13 0.03 -0.440
C 0.745 -1.175 1.207 0.07 0.06 -0.10 -0.063
O -0.352 -0.497 0.582 -0.01 -0.02 0.01 -0.552
C -0.853 -1.290 -0.501 -0.03 -0.03 0.10 -0.074
H -0.259 -3.283 -1.179 -0.02 0.00 0.02 0.217
H 0.962 -2.026 -1.411 0.00 -0.01 0.00 0.198
H 0.063 -3.222 1.245 -0.01 0.02 0.00 0.197
H 1.729 -3.050 0.675 0.02 0.04 0.01 0.242
H 1.672 -0.655 0.945 0.04 -0.04 0.04 0.166
H 0.621 -1.135 2.290 -0.03 0.04 0.00 0.180
H -1.819 -1.706 -0.202 0.03 -0.06 -0.10 0.173
H -1.009 -0.650 -1.371 0.00 0.05 0.03 0.181
C 6.523 -2.864 0.332 -0.21 -0.11 0.07 -0.425
C 5.957 -1.812 -0.614 0.02 0.11 0.06 -0.428
C 4.467 -2.126 -0.573 -0.02 -0.10 -0.04 -0.068
O 4.199 -2.647 0.731 0.04 0.00 -0.01 -0.550
C 5.435 -2.938 1.395 0.00 0.13 0.02 -0.068
H 7.496 -2.607 0.739 0.04 0.02 0.00 0.226
H 6.615 -3.820 -0.184 0.05 -0.01 0.00 0.208
H 6.142 -0.811 -0.216 -0.01 0.00 -0.02 0.199
H 6.370 -1.860 -1.620 0.01 -0.03 -0.01 0.216
H 4.202 -2.889 -1.314 0.02 0.04 -0.04 0.164
H 3.841 -1.248 -0.743 -0.04 -0.01 0.04 0.181
H 5.590 -2.188 2.178 0.04 -0.03 0.01 0.162
H 5.364 -3.919 1.866 -0.06 0.00 -0.01 0.182
C 11.467 -3.376 -1.547 -0.01 -0.08 -0.06 -0.430
C 10.900 -2.314 -2.484 0.02 0.09 0.06 -0.431
C 9.410 -2.625 -2.436 -0.02 -0.11 -0.02 -0.066
O 9.149 -3.152 -1.132 0.18 0.02 -0.13 -0.545
C 10.386 -3.451 -0.478 -0.03 0.09 0.05 -0.067
H 12.445 -3.126 -1.139 0.00 0.02 0.01 0.219
H 11.549 -4.331 -2.068 0.00 0.00 0.01 0.203
H 11.091 -1.317 -2.081 -0.01 0.00 -0.01 0.202
H 11.306 -2.355 -3.493 0.00 -0.02 -0.01 0.219
H 9.137 -3.382 -3.178 0.02 0.03 -0.04 0.166
H 8.788 -1.743 -2.596 -0.03 -0.01 0.04 0.183
H 10.553 -2.707 0.309 0.05 -0.03 0.01 0.164
H 10.315 -4.435 -0.013 -0.05 0.00 0.00 0.186
C -7.144 7.142 -1.888 0.09 -0.03 0.02 -0.431
C -7.980 5.920 -1.517 -0.08 0.03 -0.05 -0.432
C -7.976 5.995 0.002 0.10 0.02 0.05 -0.063
O -7.899 7.383 0.339 0.00 -0.01 -0.06 -0.539
C -7.577 8.145 -0.826 -0.11 -0.01 0.00 -0.066
H -7.315 7.501 -2.901 -0.02 0.00 0.00 0.216
H -6.081 6.915 -1.781 0.00 0.01 0.00 0.201
H -8.997 6.033 -1.898 0.00 -0.01 0.00 0.201
H -7.579 4.980 -1.893 0.02 0.00 0.02 0.222
H -7.102 5.487 0.421 -0.02 -0.05 -0.02 0.161
H -8.872 5.566 0.451 0.00 0.03 0.05 0.185
H -8.471 8.694 -1.141 0.03 0.02 -0.05 0.163
H -6.798 8.866 -0.578 0.00 0.00 0.05 0.182
```
Positions in Å, forces in eV/Å.

---

(2)
ORCA calculation (ωB97M-V with the def2-TZVPD basis set) on a molecular structure, C20H41BrI2O29S7Si2 in a non-equilibrium geometry.

Properties
net charge: 0
HOMO-LUMO gap: 8.42 eV

```
102
Properties=species:S:1:pos:R:3:forces:R:3:lowdin_charge:R:1
C -2.303 0.216 1.507 -0.57 0.57 -0.87 -0.137
C -3.332 -0.988 1.696 -0.33 0.75 0.35 -0.288
C -3.028 -1.954 2.935 -1.05 -0.37 -0.18 -0.293
Si -1.245 -2.617 3.018 -0.18 -0.69 0.64 0.381
O -0.925 -3.504 4.503 -0.20 2.71 -0.19 -0.447
Si -0.886 -2.365 5.811 -0.12 -1.77 -0.54 0.172
Br 0.843 -2.671 7.260 -0.67 0.02 -0.71 0.263
C -0.761 -3.707 1.497 2.94 0.77 -0.81 -0.732
I -2.257 -5.197 0.922 0.87 1.13 0.29 0.895
C 0.467 -3.585 0.805 -3.05 -1.60 0.31 -0.752
C 0.882 -4.482 -0.441 1.42 0.98 0.90 -0.179
I 1.968 -2.090 1.398 -0.85 -1.33 -0.34 0.904
H -2.280 0.950 2.390 0.12 -1.35 -1.05 0.089
H -1.251 -0.104 1.198 -1.35 0.31 0.63 0.056
H -2.697 0.841 0.625 0.65 -0.90 1.22 0.080
H -4.354 -0.505 1.909 1.42 -0.74 -0.38 0.113
H -3.457 -1.538 0.707 0.38 0.49 1.33 0.095
H -3.765 -2.839 2.901 1.01 1.23 0.09 0.079
H -3.287 -1.392 3.900 0.53 -0.75 -1.17 0.081
H -0.366 -1.428 3.105 0.01 -0.30 -0.26 -0.046
H -2.161 -2.520 6.529 0.58 -0.08 -0.02 -0.068
H -0.792 -1.006 5.286 0.21 0.19 -0.04 -0.047
H 0.958 -3.789 -1.341 -0.39 -1.02 1.00 0.068
H 1.958 -4.831 -0.231 -1.56 0.35 -0.33 0.074
H 0.230 -5.392 -0.602 0.58 1.37 0.22 0.037
C -4.541 -0.312 9.569 -0.48 0.41 0.01 -0.169
C -5.539 -1.400 9.933 0.30 -0.04 0.57 -0.172
O -5.663 -2.197 8.755 0.51 0.36 -0.60 -0.188
S -4.246 -2.201 7.966 -0.18 -0.04 0.30 0.609
O -3.539 -3.393 8.322 -0.43 0.79 -0.45 -0.236
O -4.483 -1.813 6.610 0.06 -0.48 0.80 -0.245
O -3.565 -0.956 8.750 -0.26 -0.78 -0.13 -0.191
H -5.015 0.477 8.979 -0.01 -0.02 0.07 0.134
H -4.070 0.127 10.449 0.17 -0.15 -0.16 0.137
H -6.507 -0.995 10.228 -0.01 -0.13 -0.26 0.136
H -5.153 -2.038 10.734 -0.02 0.09 0.01 0.134
C 2.397 1.831 -0.304 -0.09 -0.38 0.48 -0.167
C 1.577 0.763 -1.008 0.49 -0.17 -0.37 -0.208
O 0.291 1.352 -1.202 0.03 0.88 0.24 -0.204
S 0.467 2.948 -1.423 -0.06 -0.31 0.38 0.638
O 0.456 3.211 -2.832 -0.05 0.14 0.85 -0.234
O -0.384 3.630 -0.500 0.39 -0.41 -0.92 -0.209
O 1.998 3.066 -0.901 -0.57 -0.13 -0.60 -0.189
H 2.158 1.875 0.762 0.02 -0.04 -0.03 0.135
H 3.469 1.677 -0.429 -0.10 0.22 -0.13 0.136
H 1.496 -0.153 -0.422 -0.30 0.29 -0.16 -0.007
H 1.994 0.529 -1.992 0.04 -0.01 0.05 0.136
C -1.358 -8.640 0.384 -0.46 0.25 0.01 -0.236
C -2.350 -9.727 0.763 0.32 -0.02 0.59 -0.169
O -2.461 -10.548 -0.400 0.52 0.32 -0.62 -0.190
S -1.039 -10.558 -1.180 -0.02 -0.02 0.15 0.645
O -0.324 -11.738 -0.798 -0.34 0.80 -0.52 -0.227
O -1.270 -10.200 -2.545 0.17 -0.47 0.82 -0.227
O -0.371 -9.293 -0.417 -0.26 -0.82 -0.12 -0.195
H -1.833 -7.868 -0.225 0.03 -0.07 0.05 0.055
H -0.896 -8.180 1.257 0.15 -0.11 -0.17 0.114
H -3.323 -9.324 1.044 0.00 -0.13 -0.25 0.136
H -1.965 -10.347 1.578 -0.03 0.09 0.01 0.135
C 1.347 6.421 -2.652 -0.18 0.14 -0.65 -0.170
C 2.627 7.180 -2.962 0.14 -0.55 0.15 -0.152
O 2.645 8.270 -2.039 -1.81 -2.41 0.47 -0.274
S 1.926 7.804 -0.662 0.11 -0.13 -0.43 0.653
O 2.944 7.410 0.266 -0.82 0.33 -0.32 -0.227
O 0.910 8.757 -0.338 0.84 -0.50 0.04 -0.219
O 1.216 6.462 -1.233 0.61 0.42 0.35 -0.196
H 0.477 6.920 -3.089 0.05 -0.03 -0.03 0.138
H 1.385 5.389 -3.001 -0.05 0.05 0.25 0.107
H 2.657 7.545 -3.988 -0.03 0.23 0.19 0.138
H 3.509 6.560 -2.771 -0.05 -0.03 -0.08 0.135
C -2.342 -2.793 -4.265 -0.23 0.32 -0.66 -0.154
C -1.051 -2.048 -4.562 0.07 -0.61 0.40 -0.182
O -1.025 -0.965 -3.626 -0.87 0.11 0.79 -0.181
S -1.753 -1.433 -2.257 -0.07 0.16 -0.66 0.629
O -0.742 -1.848 -1.330 -0.70 0.35 -0.23 -0.253
O -2.759 -0.472 -1.927 0.83 -0.59 0.10 -0.216
O -2.475 -2.761 -2.842 0.66 0.46 0.45 -0.193
H -3.204 -2.280 -4.700 0.03 -0.05 0.00 0.134
H -2.315 -3.822 -4.623 0.03 0.03 0.27 0.140
H -1.012 -1.674 -5.584 0.01 0.20 0.21 0.142
H -0.179 -2.680 -4.373 -0.77 0.49 0.23 0.085
C 4.414 13.358 -2.985 -0.06 0.55 0.17 -0.175
C 4.986 13.050 -1.610 0.49 -0.17 -0.27 -0.176
O 3.954 12.335 -0.932 -0.62 0.07 -0.51 -0.185
S 3.115 11.461 -2.013 0.18 -0.16 0.16 0.675
O 3.619 10.120 -2.003 0.47 3.26 -0.09 -0.226
O 1.727 11.767 -1.860 0.94 -0.39 -0.03 -0.209
O 3.664 12.199 -3.351 0.09 -0.38 0.55 -0.191
H 3.728 14.209 -2.945 0.07 0.00 0.02 0.133
H 5.193 13.556 -3.722 -0.13 -0.22 -0.03 0.134
H 5.255 13.951 -1.060 -0.23 -0.13 0.11 0.135
H 5.859 12.395 -1.684 0.01 0.09 -0.04 0.132
C 4.274 -4.081 -5.673 0.61 0.28 0.02 -0.165
C 3.908 -3.221 -4.475 0.03 -0.60 0.37 -0.167
O 2.962 -2.273 -4.975 -0.28 -0.17 -0.83 -0.185
S 2.097 -2.964 -6.159 0.62 -0.14 -0.14 0.671
O 0.861 -3.430 -5.598 1.52 -0.32 -1.38 -0.256
O 2.153 -2.122 -7.312 -0.42 -0.48 0.89 -0.206
O 3.057 -4.246 -6.403 -0.67 0.52 0.43 -0.181
H 4.993 -3.572 -6.320 -0.01 -0.03 0.07 0.135
H 4.676 -5.050 -5.378 -0.26 -0.01 -0.12 0.139
H 4.772 -2.713 -4.047 -0.19 0.19 -0.14 0.138
H 3.415 -3.813 -3.699 0.09 -0.01 -0.02 0.132
```
Positions in Å, forces in eV/Å.

---

(3)
ORCA calculation (ωB97M-V with the def2-TZVPD basis set) on a molecular structure, C20H41EuN2P3Se in a non-equilibrium geometry.

Properties
spin multiplicity: 7
net charge: +3
HOMO-LUMO gap (spin up / spin down): 6.86 / 4.49 eV

```
68
Properties=species:S:1:pos:R:3:forces:R:3:mulliken_spin:R:1
Eu -2.906 0.096 -0.384 -0.26 -0.62 2.02 5.000
P -1.499 -2.058 1.080 -0.44 0.07 0.17 -0.005
P 1.597 -0.621 2.313 1.85 -0.13 1.34 0.332
P 1.645 -1.603 -0.887 1.36 -0.55 -0.87 0.326
H -3.829 2.696 -3.134 1.00 -0.23 0.08 0.000
C -3.643 1.622 -3.247 0.68 -1.38 0.03 -0.010
C -2.720 0.782 -2.661 -0.60 0.69 -2.50 0.005
H -1.681 1.025 -2.316 -0.97 0.57 0.02 0.002
C -2.990 -1.929 2.180 -0.05 -0.17 0.07 0.003
C -0.616 -3.362 2.020 0.05 -0.12 -0.11 0.004
C -2.247 -3.059 -0.288 0.06 -0.21 0.18 0.004
C 2.822 0.740 2.468 -0.22 0.30 -0.73 0.042
C 0.699 -0.319 3.889 -0.89 0.00 -0.34 0.073
C 2.714 -1.995 2.886 -0.40 -0.34 -0.60 0.045
C 1.230 -1.529 -2.692 -0.84 0.53 0.21 0.078
C 1.822 -3.424 -0.726 -0.24 0.07 0.55 0.042
C 3.432 -1.151 -1.037 -0.16 0.15 0.56 0.030
H -4.343 1.195 -3.989 0.00 -0.13 0.96 0.000
H -2.850 -0.331 -2.786 0.14 0.96 -0.76 0.001
H -3.753 -1.167 1.916 0.30 -0.32 0.07 -0.001
H -2.637 -1.696 3.197 -0.22 -0.04 -0.31 0.000
H -3.482 -2.912 2.187 -0.04 0.33 0.17 0.000
H -0.304 -2.990 3.007 -0.15 -0.13 -0.38 0.000
H 0.266 -3.720 1.470 -0.32 0.12 0.21 -0.001
H -1.322 -4.195 2.160 0.30 0.14 0.03 0.000
H -2.846 -2.486 -1.026 0.15 -0.28 0.20 -0.001
H -2.901 -3.807 0.178 0.09 0.03 -0.42 0.000
H -1.443 -3.560 -0.847 -0.32 0.12 0.06 0.000
H 3.362 0.609 3.414 -0.16 0.00 -0.22 0.014
H 2.312 1.712 2.470 0.18 -0.18 -0.01 -0.002
H 3.535 0.714 1.634 -0.09 0.06 0.24 -0.003
H 1.418 -0.268 4.716 -0.02 -0.07 -0.28 0.019
H -0.026 -1.114 4.091 0.14 0.13 0.08 -0.001
H 0.152 0.628 3.832 0.09 -0.13 0.01 -0.011
H 3.215 -1.673 3.812 -0.21 -0.06 -0.30 0.010
H 3.477 -2.227 2.127 -0.21 0.09 0.26 -0.005
H 2.132 -2.906 3.082 0.25 0.22 0.00 -0.002
H 2.118 -1.847 -3.261 -0.30 0.13 0.22 0.014
H 0.951 -0.497 -2.967 0.21 -0.40 -0.10 -0.005
H 0.392 -2.206 -2.922 0.25 0.25 0.05 -0.001
H 2.486 -3.775 -1.522 -0.02 0.04 0.10 0.013
H 0.870 -3.956 -0.809 0.10 0.14 -0.06 -0.005
H 2.255 -3.662 0.249 0.09 -0.09 -0.15 -0.004
H 3.846 -1.782 -1.835 -0.05 0.29 0.11 0.008
H 3.949 -1.417 -0.110 0.01 0.14 -0.09 -0.001
H 3.596 -0.082 -1.248 -0.13 -0.46 -0.01 -0.002
C 0.998 2.989 -2.116 -0.49 0.65 -0.47 0.000
C -0.280 3.204 -2.646 0.58 -0.12 -0.19 -0.002
C -0.434 3.350 -4.022 0.29 0.06 -0.37 0.000
C 0.689 3.336 -4.869 -0.05 -0.26 0.25 0.000
C 1.962 3.050 -4.345 -0.19 0.19 0.30 0.000
C 2.116 2.893 -2.961 -0.43 -0.05 0.37 0.000
Se 1.127 3.178 -0.199 0.70 -1.02 -0.47 0.001
H 1.999 1.973 -0.178 -0.20 0.37 0.46 0.000
H -1.121 3.314 -1.960 0.03 0.01 -0.24 0.003
H -1.431 3.497 -4.438 0.32 0.14 0.02 0.000
H 0.564 3.552 -5.934 0.07 -0.22 0.42 0.000
H 2.852 3.011 -4.987 -0.53 0.04 0.24 0.000
H 3.084 2.734 -2.486 -0.07 0.12 -0.39 0.000
N -1.872 3.500 2.330 -0.13 -0.70 -0.13 0.000
C -2.158 2.641 3.396 -0.27 -0.06 -0.73 -0.002
C -2.683 1.511 2.832 0.13 0.45 -0.40 0.000
N -2.706 1.658 1.445 0.31 0.52 0.14 -0.002
C -2.197 2.858 1.181 -0.36 0.24 0.94 -0.005
H -1.503 4.450 2.386 -0.17 -0.46 0.08 0.000
H -2.011 2.896 4.434 0.02 0.15 -0.17 0.000
H -3.111 0.615 3.261 0.25 0.33 0.28 -0.001
H -2.140 3.298 0.193 0.18 0.08 0.28 0.000
```
Positions in Å, forces in eV/Å.

---

no.,E (eV)
1,-200916.551
2,-258621.934
3,-136896.984